(1)
DFT (wB97M-V/def2-TZVPD) results for a 3-piece molecular cluster, C6H13NO overall at a distorted geometry.

lowest unoccupied orbital energy (spin up / spin down) = 0.937 / 0.354 eV
gap between HOMO and LUMO (spin up / spin down) = 8.1 / 6.5 eV

Each line ends with the Mulliken charge.
Geometry (Å):
C (0.78, -0.03, 0.01)  0.434
C (-0.31, 0.77, -0.06)  -0.950
C (-0.25, 0.19, 2.21)  -0.840
C (0.78, -1.48, -0.29)  -1.158
C (-1.19, -0.95, 2.43)  -0.789
C (0.45, 0.68, -2.54)  0.322
N (0.25, 1.88, -3.14)  -0.374
O (0.66, -0.33, -3.18)  -0.552
H (1.74, 0.43, 0.21)  0.259
H (0.32, 1.98, -4.15)  0.234
H (0.13, 2.71, -2.59)  0.205
H (-1.29, 0.37, -0.29)  0.263
H (-0.22, 1.84, 0.06)  0.409
H (0.77, 0.06, 2.58)  0.382
H (-0.63, 1.19, 2.43)  0.384
H (-0.23, -1.90, -0.26)  0.282
H (1.16, -1.60, -1.31)  0.353
H (1.43, -2.03, 0.39)  0.338
H (-0.76, -1.90, 2.10)  0.220
H (-1.45, -1.07, 3.49)  0.321
H (-2.13, -0.81, 1.89)  0.255

(2)
DFT (wB97M-V/def2-TZVPD) results for C6H13NO as an isolated structure at a distorted geometry.

lowest unoccupied orbital energy = -2.034 eV
gap between HOMO and LUMO = 4.3 eV

Each line ends with the Mulliken charge.
Geometry (Å):
C (-0.73, -0.73, -2.31)  0.347
C (-1.41, -1.91, -2.21)  -0.810
C (0.65, -0.64, -2.06)  -1.107
N (0.71, -0.53, 1.90)  -0.518
C (-0.25, -1.12, 2.78)  -0.735
C (0.16, 0.44, 1.07)  0.330
C (0.91, 1.63, 0.58)  -0.723
O (0.03, 2.73, -0.09)  -0.499
H (-1.35, 0.12, -2.59)  0.293
H (1.11, 0.33, -2.15)  0.388
H (-0.79, -2.76, -1.94)  0.234
H (-0.10, -0.79, 3.82)  0.298
H (-2.34, -2.15, -2.71)  0.309
H (1.17, -1.57, -1.90)  0.278
H (0.60, 2.07, -0.63)  0.276
H (1.89, 1.26, 0.24)  0.416
H (-1.31, -0.89, 2.58)  0.304
H (-0.06, -2.19, 2.85)  0.308
H (-0.86, 0.79, 1.28)  0.230
H (0.17, -0.47, 0.32)  0.038
H (1.19, 2.20, 1.47)  0.344

(3)
DFT (wB97M-V/def2-TZVPD) results for a 2-piece molecular cluster, C6H13NO overall at a distorted geometry.

SMILES string = [H]/N=C/O.CC=C(C)C
lowest unoccupied orbital energy = 0.948 eV
gap between HOMO and LUMO = 9.3 eV

Each line ends with the Mulliken charge.
Geometry (Å):
H (0.73, -1.74, -1.79)  0.217
N (1.15, -1.80, -0.86)  -0.786
C (1.80, -0.70, -0.60)  0.241
O (2.78, -0.79, 0.31)  -0.487
H (1.92, 0.15, -1.28)  0.380
H (2.72, -1.70, 0.66)  0.399
C (0.40, 2.18, 0.18)  -1.334
C (0.11, 0.82, 0.75)  -0.678
C (-0.84, -0.05, 0.28)  1.399
C (-1.63, 0.18, -0.97)  -1.469
C (-1.31, -1.17, 1.16)  -1.438
H (1.45, 2.43, 0.37)  0.355
H (0.27, 2.23, -0.91)  0.304
H (-0.22, 2.95, 0.64)  0.339
H (0.50, 0.66, 1.75)  0.376
H (-2.00, -0.77, -1.37)  0.401
H (-1.03, 0.66, -1.75)  0.372
H (-2.49, 0.82, -0.75)  0.331
H (-1.56, -2.05, 0.57)  0.352
H (-0.54, -1.46, 1.89)  0.345
H (-2.21, -0.86, 1.71)  0.380

(4)
DFT (wB97M-V/def2-TZVPD) results for a 2-piece molecular cluster, C6H13NO overall at a distorted geometry.

lowest unoccupied orbital energy = -2.428 eV
gap between HOMO and LUMO = 5.4 eV

Each line ends with the Mulliken charge.
Geometry (Å):
C (-2.23, -0.02, 0.38)  -0.467
C (-1.85, -0.44, -1.11)  -1.027
C (-1.07, 0.50, 1.15)  -0.566
N (-0.10, 1.14, 0.26)  -0.242
C (2.24, 0.33, 1.41)  -1.013
C (1.25, 0.54, 0.21)  0.388
C (1.30, -0.75, -0.63)  -0.675
O (0.69, -0.94, -1.91)  -0.684
H (-3.04, 0.70, 0.35)  0.382
H (-2.64, -0.99, 0.92)  0.202
H (-2.60, 0.17, -1.62)  0.228
H (-2.10, -1.48, -1.30)  0.284
H (-0.79, -0.39, -1.50)  0.474
H (-1.43, 1.20, 1.95)  0.384
H (-0.62, -0.36, 1.68)  0.236
H (-0.06, 2.13, 0.40)  0.281
H (2.65, 1.32, 1.79)  0.316
H (3.01, -0.18, 0.90)  0.434
H (1.90, -0.37, 2.22)  0.246
H (0.81, -1.95, 0.06)  0.282
H (2.20, -1.26, -0.76)  0.537

(5)
DFT (wB97M-V/def2-TZVPD) results for a 2-piece molecular cluster, C6H13NO overall at a distorted geometry.

lowest unoccupied orbital energy (spin up / spin down) = -4.674 / -7.853 eV
multiplicity = 2
net charge = +1
gap between HOMO and LUMO (spin up / spin down) = 9.2 / 6.1 eV

Each line ends with the Mulliken spin population.
Geometry (Å):
C (1.71, -0.11, -1.37)  0.001
C (0.73, 0.62, -0.45)  0.012
C (-0.19, -0.38, 0.23)  0.025
C (-1.35, -0.69, -0.63)  0.160
C (-1.26, -1.57, -1.71)  0.467
C (-3.25, -0.21, 0.57)  0.011
N (-2.55, -0.04, -0.47)  0.248
H (2.22, -0.86, -0.80)  0.000
H (1.08, -0.65, -2.10)  0.004
H (2.28, 0.41, -2.10)  0.001
H (1.32, 1.28, 0.25)  0.000
H (0.17, 1.36, -1.02)  -0.003
H (0.27, -1.32, 0.49)  0.020
H (-0.56, 0.16, 1.10)  -0.002
H (-2.10, -1.59, -2.39)  0.014
H (-0.35, -2.18, -1.81)  0.033
H (-4.25, 0.23, 0.67)  0.003
H (-2.92, -0.88, 1.40)  0.006
H (3.56, 2.64, 3.58)  0.000
H (2.79, 1.42, 3.18)  0.000
O (2.66, 2.35, 3.38)  0.000

(6)
DFT (wB97M-V/def2-TZVPD) results for an isolated ion of composition C6H13NO and charge +1 at a distorted geometry.

lowest unoccupied orbital energy (spin up / spin down) = -3.705 / -8.949 eV
multiplicity = 2
net charge = +1
gap between HOMO and LUMO (spin up / spin down) = 12.4 / 6.9 eV

Each line ends with the Mulliken spin population.
Geometry (Å):
C (-1.30, 0.20, -2.75)  0.011
C (0.07, 0.71, -2.25)  0.001
N (0.64, 0.06, -1.05)  0.173
C (0.12, 0.27, 0.18)  -0.042
C (0.66, -0.63, 1.29)  0.079
C (0.99, 0.17, 2.60)  -0.002
C (-0.36, -1.69, 1.60)  -0.003
O (-0.62, 1.22, 0.39)  0.752
H (-1.40, 0.42, -3.80)  0.000
H (-2.13, 0.67, -2.18)  0.000
H (-1.38, -0.88, -2.59)  0.000
H (0.80, 0.75, -3.07)  0.004
H (-0.09, 1.76, -1.95)  0.007
H (1.03, -0.84, -1.31)  -0.008
H (1.56, -1.18, 1.00)  0.006
H (0.99, 1.27, 2.49)  0.000
H (2.04, -0.04, 2.94)  0.000
H (0.26, -0.14, 3.33)  0.003
H (-0.36, -2.56, 0.94)  0.001
H (-1.47, -1.53, 1.61)  0.008
H (-0.33, -2.09, 2.63)  0.009

(7)
DFT (wB97M-V/def2-TZVPD) results for a single C6H13NO2 molecule at a distorted geometry.

SMILES string = CC[C@H](O)C(C)(C)N=O
lowest unoccupied orbital energy (spin up / spin down) = -0.304 / -0.304 eV
gap between HOMO and LUMO (spin up / spin down) = 8.8 / 8.8 eV

Each line ends with the Mulliken charge.
Geometry (Å):
C (-2.42, 0.00, 0.47)  -1.113
C (-1.23, 0.94, 0.44)  -0.525
C (-0.15, 0.65, -0.73)  -0.540
O (-0.88, 0.10, -1.83)  -0.555
C (1.02, -0.24, -0.20)  1.888
C (1.79, 0.36, 0.98)  -1.654
C (0.61, -1.68, 0.10)  -1.675
N (1.89, -0.25, -1.45)  -0.217
O (2.54, 0.79, -1.64)  -0.328
H (-3.07, 0.25, 1.32)  0.377
H (-2.12, -1.05, 0.57)  0.241
H (-3.02, 0.10, -0.44)  0.285
H (-0.76, 0.98, 1.42)  0.281
H (-1.61, 1.95, 0.25)  0.341
H (0.20, 1.65, -1.01)  0.516
H (-0.27, 0.07, -2.60)  0.402
H (2.77, -0.12, 1.08)  0.471
H (1.24, 0.24, 1.92)  0.377
H (1.97, 1.43, 0.84)  0.353
H (1.49, -2.32, 0.25)  0.435
H (0.03, -2.13, -0.72)  0.339
H (0.00, -1.74, 1.01)  0.299

(8)
DFT (wB97M-V/def2-TZVPD) results for a single C6H13NO2 molecule at a distorted geometry.

SMILES string = CCC(=O)C(C)(C)ON
lowest unoccupied orbital energy = 0.603 eV
gap between HOMO and LUMO = 8.9 eV

Each line ends with the Mulliken charge.
Geometry (Å):
C (-0.07, -0.89, -2.41)  -1.288
C (0.84, -0.45, -1.28)  -0.176
C (0.09, -0.68, 0.08)  0.088
O (0.05, -1.86, 0.47)  -0.669
C (0.11, 0.58, 0.90)  1.520
C (1.15, 0.50, 1.98)  -1.442
C (-0.04, 1.94, 0.28)  -1.636
O (-1.55, 0.14, 1.07)  -0.344
N (-2.36, -1.02, 1.08)  -0.520
H (-0.43, -1.91, -2.25)  0.292
H (0.47, -0.85, -3.36)  0.403
H (-0.94, -0.22, -2.48)  0.286
H (1.21, 0.56, -1.47)  0.285
H (1.75, -1.04, -1.25)  0.343
H (1.12, 1.35, 2.67)  0.375
H (2.15, 0.41, 1.52)  0.348
H (1.02, -0.43, 2.55)  0.386
H (-0.85, 1.95, -0.46)  0.375
H (-0.30, 2.68, 1.05)  0.406
H (0.87, 2.26, -0.23)  0.385
H (-1.75, -1.76, 1.43)  0.315
H (-2.56, -1.25, 0.10)  0.266

(9)
DFT (wB97M-V/def2-TZVPD) results for C6H13NO2 as an isolated structure at a distorted geometry.

lowest unoccupied orbital energy = 0.667 eV
gap between HOMO and LUMO = 8.5 eV

Each line ends with the Mulliken charge.
Geometry (Å):
C (-0.04, 0.35, 0.01)  1.641
C (1.70, -1.08, 1.25)  -0.605
C (-0.11, -0.85, 0.80)  -1.167
C (0.64, 0.24, -1.33)  -1.786
C (0.26, 1.64, 0.72)  -1.735
C (-2.04, 0.40, -0.29)  0.371
N (-2.65, 0.18, -1.48)  -0.373
O (2.45, -1.67, 0.23)  -0.491
O (-2.68, 0.97, 0.57)  -0.615
H (2.10, -2.55, 0.05)  0.338
H (-2.19, -0.36, -2.20)  0.200
H (-3.62, 0.45, -1.62)  0.242
H (2.18, -0.14, 1.51)  0.325
H (1.61, -1.72, 2.13)  0.356
H (-0.34, -1.75, 0.24)  0.398
H (-0.62, -0.75, 1.75)  0.466
H (0.33, 1.07, -1.96)  0.453
H (-0.01, 1.60, 1.78)  0.357
H (1.72, 0.34, -1.23)  0.398
H (0.41, -0.69, -1.84)  0.366
H (-0.39, 2.41, 0.28)  0.423
H (1.30, 1.94, 0.63)  0.437

(10)
DFT (wB97M-V/def2-TZVPD) results for a 2-piece molecular cluster, C6H13NO2 overall.

SMILES string = COC(C)(C)O.C#CN
lowest unoccupied orbital energy = 0.873 eV
gap between HOMO and LUMO = 9.9 eV

Each line ends with the Mulliken charge.
Geometry (Å):
C (0.51, 1.43, 1.38)  -0.862
O (-0.32, 0.45, 0.79)  -0.385
C (-0.48, 0.56, -0.63)  1.359
C (-1.39, -0.62, -1.01)  -1.436
C (-1.13, 1.89, -1.03)  -1.683
O (0.75, 0.48, -1.27)  -0.563
H (-0.01, 2.39, 1.48)  0.261
H (0.77, 1.05, 2.37)  0.289
H (1.43, 1.56, 0.80)  0.385
H (-2.33, -0.56, -0.47)  0.366
H (-1.58, -0.60, -2.08)  0.380
H (-0.89, -1.55, -0.76)  0.310
H (-1.36, 1.86, -2.09)  0.439
H (-0.43, 2.71, -0.86)  0.395
H (-2.03, 2.05, -0.45)  0.360
H (1.19, -0.35, -1.01)  0.256
C (2.27, -1.97, -0.16)  -1.090
C (1.46, -2.13, 0.72)  0.632
N (0.54, -2.23, 1.69)  -0.489
H (3.07, -1.88, -0.82)  0.469
H (-0.06, -1.42, 1.73)  0.352
H (0.03, -3.10, 1.68)  0.255

(11)
DFT (wB97M-V/def2-TZVPD) results for a single C6H13NO2S molecule at a distorted geometry.

lowest unoccupied orbital energy = 0.683 eV
gap between HOMO and LUMO = 9.7 eV

Each line ends with the Mulliken charge.
Geometry (Å):
C (0.55, -1.52, 0.98)  -0.498
C (1.28, -1.47, -0.36)  -0.632
C (0.04, -0.64, -0.09)  0.182
C (-0.09, 1.62, -1.37)  -1.847
C (1.40, 1.49, 0.73)  -2.009
C (0.21, 0.93, 0.02)  1.441
N (-2.28, -1.41, 0.54)  -0.634
O (-1.14, -2.43, -1.61)  -0.643
O (-0.99, 1.30, 0.87)  -0.589
S (-1.42, -1.16, -1.02)  0.590
H (-0.12, -2.27, 1.38)  0.303
H (1.11, -1.01, 1.78)  0.183
H (2.30, -0.98, -0.21)  0.165
H (1.16, -2.09, -1.20)  0.352
H (0.61, 1.18, -2.06)  0.378
H (0.08, 2.67, -1.34)  0.495
H (-1.06, 1.33, -1.60)  0.610
H (1.42, 2.52, 0.54)  0.449
H (1.38, 1.20, 1.69)  0.517
H (2.21, 0.95, 0.34)  0.359
H (-3.17, -1.77, 0.25)  0.284
H (-2.31, -0.60, 1.10)  0.231
H (-1.15, 2.15, 0.62)  0.314

(12)
DFT (wB97M-V/def2-TZVPD) results for C6H13NO3 as an isolated structure at a distorted geometry.

lowest unoccupied orbital energy = 0.692 eV
gap between HOMO and LUMO = 9.5 eV

Each line ends with the Mulliken charge.
Geometry (Å):
C (0.86, -0.27, 2.18)  -1.417
C (0.57, 0.30, 0.80)  0.344
C (1.23, -0.53, -0.31)  -0.953
C (0.74, -0.08, -1.69)  -0.112
O (1.22, -0.97, -2.67)  -0.504
C (-0.79, -0.02, -1.67)  0.748
O (-1.44, 0.72, -2.37)  -0.605
N (-0.86, 0.33, 0.47)  -0.197
C (-1.65, 1.37, 1.10)  -1.031
H (0.46, -1.29, 2.28)  0.317
H (1.94, -0.30, 2.36)  0.377
H (0.41, 0.35, 2.97)  0.367
H (0.94, 1.33, 0.74)  0.294
H (2.33, -0.45, -0.27)  0.417
H (0.92, -1.57, -0.19)  0.161
H (1.08, 0.96, -1.88)  0.375
H (1.46, -0.48, -3.46)  0.366
H (-2.72, 1.15, 0.97)  0.335
H (-1.45, 1.46, 2.19)  0.296
H (-1.44, 2.34, 0.63)  0.300
H (-1.44, -0.82, 0.34)  0.463
O (-1.54, -1.45, -1.28)  -0.676
H (-0.82, -2.10, -1.25)  0.335

no.,E_tot (Ha)
1,-366.22629
2,-366.05635
3,-366.35437
4,-366.11537
5,-366.03302
6,-366.06399
7,-441.55747
8,-441.48799
9,-441.56834
10,-441.57669
11,-839.73491
12,-516.81892